126
Properties=species:S:1:pos:R:3:lowdin_charge:R:1 method="wB97M-V/def2-TZVPD" homo_lumo_gap_ha=0.287 max_force_ev_per_a=2.32 charge=0 smiles="CCCCc1cc(CC[C@@H](C)CCC=C(C)C)c([PH2]=O)c2c1Sc1cc(N)cc(CCOC(C)=O)c1N2[PH2]=N.CCOC(=O)C(F)(F)F.CCOC(=O)C(F)(F)F.CCOC(=O)C(F)(F)F" homo_energy_ev=-7.5484
H 0.610 -0.959 5.666 0.1001
H 4.383 -1.509 -0.748 0.0832
C -5.569 -2.287 -1.006 -0.2646
H 4.713 -2.220 12.527 0.0784
H -1.232 1.593 2.551 0.0916
H 5.377 -4.042 -4.793 0.0796
C 1.887 1.384 -3.023 -0.1428
N -2.403 4.657 -5.524 0.1012
O 4.693 -2.504 9.801 0.0331
C -2.504 1.119 5.713 -0.0613
H -2.556 1.173 -7.314 0.0746
C -6.592 -1.231 -0.560 -0.1810
F 10.566 -3.266 -4.641 0.1640
H -1.640 3.859 3.797 0.1106
H -6.962 -1.471 0.441 0.1113
H -5.513 -4.365 -1.571 0.0706
H -1.768 3.718 5.550 0.1149
C -2.250 0.338 -0.848 -0.2985
C -2.730 1.773 -3.315 -0.4328
O 4.719 -0.375 10.526 0.1743
H -1.688 2.901 -9.683 0.1255
H 1.482 0.723 -3.788 0.1182
H 0.909 2.708 -1.574 0.1232
H 6.456 -1.780 -4.528 0.1274
H 0.603 -0.950 -2.902 0.0034
H -6.553 0.786 0.287 0.1170
H -4.831 -2.460 -0.217 0.1088
C 8.241 -3.519 -5.013 -0.4012
H -1.828 -1.151 3.091 0.1147
C 2.537 0.850 4.769 -0.0458
C 6.522 -2.537 -3.748 -0.1947
C -2.361 -0.216 2.927 -0.1260
H -2.529 0.034 5.573 0.0751
O -4.948 2.163 -8.130 0.1616
H 5.479 -4.290 -3.058 0.0839
F 2.573 0.129 8.940 0.1705
C 3.069 -0.327 -1.955 -0.5425
H 6.494 -2.020 -2.791 0.1184
H -1.441 0.668 -8.572 0.0850
F -5.102 0.112 -10.851 0.1675
C -2.221 1.900 4.412 -0.3472
C -6.264 -3.639 -1.246 -0.1090
H -2.238 -0.793 -4.125 -0.0728
H -2.097 5.577 -5.222 0.0927
C -5.640 1.161 -10.219 -0.5463
H 4.427 -3.016 -3.708 0.0659
P -0.030 0.024 0.786 0.7669
C 5.167 -3.117 12.108 -0.0601
C -3.591 0.379 -1.119 -0.3704
C -2.440 2.532 -8.988 -0.1943
C -1.421 3.203 4.649 -0.1669
H -0.561 0.575 3.839 0.0905
H -6.193 0.714 -1.422 0.0717
H 5.952 -3.456 12.785 0.0828
C -2.758 -0.028 1.478 -0.1964
H 0.521 2.736 3.705 0.1011
F 3.778 -0.978 7.524 0.1585
H 3.144 1.750 4.680 0.0787
O -3.459 1.910 -9.795 0.0361
C 4.294 -1.238 9.817 -0.3952
H 0.518 1.327 0.823 0.0325
C 3.218 -1.018 8.743 -0.5490
H -7.062 -3.560 -1.986 0.0711
H -3.416 4.718 -5.537 0.0852
C -1.484 0.979 3.429 -0.1851
C -0.485 2.495 -3.163 -0.1405
H 6.203 -3.749 10.338 0.1250
C 1.320 1.029 5.650 -0.3326
H -3.286 -0.186 3.511 0.1012
O 2.180 0.673 -1.791 -0.0712
H 2.293 0.520 3.744 0.0681
H 2.845 1.804 -3.332 0.1294
H 4.390 -3.881 12.058 0.0836
H 1.652 -0.587 7.103 0.0238
H -7.395 -1.238 -1.301 0.1101
F -6.010 2.050 -11.153 0.1653
C -1.828 0.119 0.458 -0.2076
H -4.796 -0.134 1.957 0.1368
H 1.411 3.448 -3.073 0.1079
H 6.497 -2.070 10.756 0.1254
C 0.885 -0.211 6.417 -0.0471
H 0.402 2.525 6.815 0.1173
O 7.797 -3.208 -3.803 0.0328
H -0.045 4.205 -4.341 0.1230
H 0.518 4.063 4.830 0.1078
C -5.998 0.221 -0.468 -0.1536
C 0.956 2.547 -2.656 -0.0845
H 3.127 0.039 5.200 0.0675
C 3.372 -1.108 -0.694 0.0229
C 9.622 -4.182 -4.906 -0.5460
C -0.814 3.491 -4.055 -0.0039
H -1.775 1.320 6.498 0.0545
H -1.001 1.998 -7.483 0.0801
H -4.036 2.881 -4.604 0.1201
H -3.490 1.385 6.115 0.0771
C -4.652 1.797 -9.230 -0.3990
F 9.958 -4.792 -6.039 0.1716
C -2.060 3.650 -4.596 -0.3180
H -0.925 -1.948 -1.553 0.0309
C -1.821 1.537 -8.033 -0.0560
C -1.467 1.582 -2.780 -0.2325
N -1.543 -1.485 -3.859 -0.2679
O 7.685 -3.295 -6.047 0.1722
O 0.325 -0.820 1.953 -0.4229
P -0.769 -0.998 -2.589 0.7374
C -3.037 2.759 -4.194 -0.0626
H 0.537 -0.582 -0.349 -0.0295
C -4.087 0.002 1.144 0.0107
F 2.314 -2.006 8.746 0.1651
C 5.381 -3.527 -3.832 -0.0569
H -5.062 -1.948 -1.916 0.0973
H -2.846 3.394 -8.460 0.1147
S -4.060 0.692 -2.815 1.0718
F -6.741 0.740 -9.602 0.1722
H 2.691 -1.960 -0.604 0.0946
H -3.186 2.174 3.967 0.1313
F 9.660 -5.094 -3.927 0.1636
C 5.736 -2.849 10.732 -0.1969
H -6.663 -4.014 -0.298 0.0729
C 0.111 3.047 4.669 -0.2030
H 3.266 -0.506 0.212 0.0839
C -4.536 0.200 -0.129 -0.2473
H 0.019 0.024 7.038 0.0724
O 3.614 -0.592 -3.012 0.0806
C 0.634 2.185 5.801 -0.1028
N -1.229 0.499 -1.857 -0.1776